Here is the molecule C3H6O2 from the OMol25 dataset. Energies are from wB97M-V/def2-TZVPD.

Kohn-Sham gap: 11.178 eV
electronic energy: -268.40522 Eh
LUMO energy: 0.80 eV
energy above the lowest of the compared OMol25 structures with the same formula, charge and spin: 0.0 kcal per mole
multiplicity: 1

Positions of all 11 atoms, in Å:
1 O 0.143 0.892 -2.026
2 O 1.634 -0.374 -0.933
3 C 0.545 0.422 -0.982
4 C -0.775 -0.658 0.923
5 C -0.215 0.641 0.336
6 H 1.991 -0.430 -1.821
7 H 0.003 -1.355 1.162
8 H -1.452 -1.101 0.195
9 H -1.329 -0.455 1.869
10 H -1.032 1.350 0.215
11 H 0.487 1.068 1.061

Löwdin population analysis, charges in e, atoms 1 to 8: 0.08 0.11 -0.51 -0.10 -0.15 0.12 0.06 0.08